{
  "formula": "C16H11FIrN3O11S",
  "method": "ωB97M-V with the def2-TZVPD basis set",
  "s_squared": 0.759,
  "largest_force_ev_per_a": 2.0,
  "multiplicity": 2,
  "charge": -1,
  "e_lumo_ha": [0.0280, 0.0032],
  "e_above_lowest_kj_mol": 48.92,
  "symbols": ["Ir", "C", "C", "C", "C", "C", "C", "C", "S", "O", "O", "N", "C", "C", "O", "O", "H", "H", "H", "H", "H", "H", "H", "H", "H", "O", "C", "O", "C", "C", "C", "C", "C", "C", "O", "N", "O", "O", "N", "O", "O", "H", "H", "F"],
  "xyz": [[0.0324, -0.1408, 0.1032], [1.9209, 0.7672, -6.8319], [2.1551, 0.3268, -5.4118], [1.0981, 0.2362, -4.5126], [1.3160, -0.1050, -3.1883], [2.6053, -0.3704, -2.7534], [3.6705, -0.3160, -3.6433], [3.4396, 0.0327, -4.9635], [2.9997, -0.7700, -1.0637], [4.3117, -0.2371, -0.8192], [2.7715, -2.1565, -0.8260], [1.9226, 0.1436, -0.1689], [2.4309, 1.4225, 0.3257], [1.2591, 2.4098, 0.4531], [1.4759, 3.5956, 0.5099], [0.0877, 1.8250, 0.4894], [0.9154, 0.5125, -7.1654], [2.6415, 0.3092, -7.5093], [2.0321, 1.8511, -6.9093], [0.0874, 0.4353, -4.8480], [0.4778, -0.1587, -2.5060], [4.6669, -0.5337, -3.2833], [4.2729, 0.0818, -5.6548], [3.2064, 1.8339, -0.3127], [2.8383, 1.3226, 1.3370], [-4.0278, 0.1393, 0.8067], [-2.8541, -0.0297, 1.0598], [-1.9344, -0.1959, 0.1608], [-2.4037, -0.0683, 2.4940], [-3.3897, -0.0178, 3.4641], [-3.0713, -0.0581, 4.8054], [-1.7414, -0.0681, 5.2036], [-0.7774, -0.1076, 4.2429], [-1.0493, -0.1518, 2.8578], [0.0038, -0.2675, 2.0869], [0.6400, -0.0915, 4.6462], [1.1727, 0.9920, 4.7505], [1.1686, -1.1615, 4.8585], [-4.1141, -0.0929, 5.8143], [-5.2729, -0.1352, 5.4539], [-3.7807, -0.0803, 6.9864], [-4.4254, 0.0331, 3.1611], [-1.4970, -0.0387, 6.2564], [-0.0168, -1.9021, -0.6644]],
  "lowdin_spin": [0.5891, 0.0002, 0.0014, -0.0004, 0.0004, 0.0039, 0.0022, 0.0004, 0.0232, 0.0037, 0.0063, 0.2167, 0.0226, 0.0059, 0.0059, 0.0119, 0.0000, 0.0000, 0.0001, -0.0001, -0.0010, 0.0002, 0.0000, 0.0019, 0.0100, 0.0094, 0.0063, 0.0583, 0.0026, 0.0005, 0.0019, -0.0007, 0.0003, -0.0010, -0.0059, -0.0001, 0.0002, 0.0001, 0.0003, 0.0003, 0.0006, 0.0000, -0.0001, 0.0222]
}

---

{
  "formula": "C16H11FeN3O3",
  "method": "ωB97M-V with the def2-TZVPD basis set",
  "s_squared": 6.127,
  "largest_force_ev_per_a": 4.6,
  "multiplicity": 5,
  "e_lumo_ha": [-0.0070, -0.1318],
  "symbols": ["C", "C", "C", "C", "C", "C", "N", "N", "N", "H", "H", "H", "H", "O", "C", "Fe", "C", "O", "C", "O", "C", "C", "C", "C", "C", "C", "C", "H", "H", "H", "H", "H", "H", "H"],
  "xyz": [[-4.0355, -1.7546, 1.9597], [-3.0116, -0.8933, 1.5569], [-1.7330, -1.4431, 1.4208], [-1.4667, -2.8189, 1.6696], [-2.5059, -3.6649, 2.0852], [-3.7811, -3.1159, 2.2071], [-0.1031, -3.0142, 1.4734], [0.4089, -1.8051, 1.1558], [-0.5190, -0.8546, 1.0861], [-5.0433, -1.3571, 2.0789], [-3.1133, 0.1701, 1.3335], [-2.2677, -4.7061, 2.2927], [-4.6198, -3.7427, 2.4945], [2.3328, 1.6056, -4.7124], [1.9111, 1.6540, -3.6299], [1.2285, 1.3612, -2.0431], [-0.4918, 1.1292, -2.5931], [-1.5652, 0.7225, -2.7709], [1.4307, -0.4049, -2.2599], [1.4177, -1.5220, -2.5809], [0.7020, 1.1821, 0.8758], [1.9556, 0.5960, 0.9949], [3.0332, 0.8421, 0.1730], [2.9835, 1.4841, -1.1022], [2.4444, 2.8173, -1.2392], [1.1744, 3.0739, -0.7848], [0.3632, 1.9988, -0.2560], [-0.0120, 1.1636, 1.6990], [2.1182, -0.1007, 1.8232], [3.9875, 0.4217, 0.4819], [3.7908, 1.2097, -1.7955], [3.0169, 3.5722, -1.7772], [0.6959, 4.0472, -0.9556], [-0.7262, 2.1471, -0.3612]],
  "lowdin_spin": [0.0813, 0.1016, 0.0181, 0.0062, 0.1207, 0.0544, 0.3592, -0.0631, 0.3477, 0.0023, 0.0029, 0.0039, 0.0003, -0.0043, 0.0072, 1.5241, -0.0009, -0.0018, 0.0282, 0.0002, 0.3521, 0.1164, 0.2988, 0.1211, 0.0841, 0.1444, 0.2352, 0.0146, 0.0005, 0.0174, 0.0014, 0.0078, 0.0141, 0.0042]
}